A molecular structure, C16H17BrKN3O7Se2Te2 in a non-equilibrium geometry. Source: the Open Molecules 2025 dataset; level of theory: ωB97M-V/def2-TZVPD.

For the molecular weight, the calculation gives 895.45 g mol⁻¹. The value obtained for the HOMO energy (spin up / spin down) is -0.173 / 0.705 eV. As for the spin multiplicity: 1. As for the HOMO-LUMO gap (spin up / spin down): 3.71 / 1.96 eV. For the LUMO energy (spin up / spin down), the calculation gives 3.53 / 2.67 eV. Its charge is -2.

XYZ file:
```
49
Properties=species:S:1:pos:R:3:lowdin_charge:R:1
K 0.255 1.599 -0.092 0.610
O -3.690 2.838 1.063 0.111
C -2.487 2.235 1.107 -0.494
O -2.175 1.417 0.283 0.004
C -1.623 2.720 2.248 -0.139
O -0.815 1.657 2.685 -0.154
C 0.338 2.053 3.431 -0.108
C 1.498 2.658 2.590 -0.751
O 2.601 2.656 3.141 -0.042
O 1.165 3.075 1.468 -0.340
H -4.084 2.541 0.230 0.125
H -2.277 3.091 3.051 0.138
H -1.028 3.553 1.850 0.124
H 0.711 1.153 3.917 0.118
H 0.078 2.784 4.211 0.123
Se 5.193 2.476 -2.032 -0.586
Te 3.608 2.925 -0.208 0.128
Te 2.280 4.768 -1.746 0.022
Se 0.020 5.354 -0.850 -0.459
O -1.997 -5.380 3.837 -0.064
C -0.736 -5.828 3.385 -0.289
N -0.290 -5.203 2.174 0.061
C -0.207 -3.792 2.202 -0.418
O -0.391 -3.217 3.288 0.033
C 0.076 -3.142 0.956 -0.122
C 0.375 -3.834 -0.249 -0.029
C 0.541 -3.104 -1.408 -0.077
C 0.430 -1.722 -1.384 -0.109
N 0.200 -1.047 -0.230 0.005
C 0.040 -1.728 0.874 -0.060
H -1.856 -4.421 3.941 0.068
H -0.828 -6.903 3.213 0.119
H 0.016 -5.648 4.163 0.123
H -0.686 -5.581 1.327 0.114
H 0.509 -4.908 -0.265 0.097
H 0.764 -3.605 -2.342 0.099
H 0.529 -1.135 -2.284 0.091
H -0.155 -1.165 1.780 0.128
Br -1.928 3.189 -6.009 0.690
C -0.546 2.381 -4.996 -0.673
C 0.325 1.482 -5.593 -0.130
C 1.320 0.913 -4.814 -0.059
C 1.390 1.269 -3.476 -0.165
N 0.549 2.138 -2.917 -0.002
C -0.408 2.688 -3.653 -0.210
H 0.225 1.241 -6.644 0.092
H 2.035 0.217 -5.226 0.102
H 2.177 0.879 -2.841 0.091
H -1.042 3.414 -3.158 0.069
```